# 1
The following is a quantum chemistry calculation of C16H16AsBr2F6N8V as an isolated structure, from OMol25.

Cartesian coordinates (Å):
N1 -0.231 0.700 -2.201
H1 1.586 1.211 -3.158
C1 -0.234 0.960 2.684
H2 1.164 5.238 -0.091
F1 1.943 -0.670 1.332
H3 -2.983 -0.648 1.340
H4 1.907 -1.580 -1.217
C2 0.859 4.400 0.519
H5 0.826 3.020 -1.107
N2 -3.823 0.225 -1.667
C3 -1.519 0.687 -2.614
F2 3.744 -3.645 1.380
Br1 0.940 6.176 2.729
F3 1.887 -2.670 2.658
C4 -0.695 -0.365 4.625
N3 0.281 2.084 0.650
H6 -0.198 1.715 4.698
H7 0.598 -2.524 -1.554
C5 -0.334 1.369 -4.325
As1 2.996 -2.125 1.456
F4 1.918 0.499 -0.858
H8 -0.104 1.709 -5.324
F5 4.052 -1.357 2.495
C6 0.308 3.420 2.632
C7 -0.362 0.861 4.058
C8 0.659 3.163 -0.049
F6 3.706 -1.631 -0.028
N4 -1.981 -0.077 -0.444
C9 -2.459 0.287 -1.665
N5 -0.404 -0.093 1.871
C10 0.127 2.216 1.987
H9 0.176 3.511 3.700
C11 -4.221 -0.161 -0.450
C12 -3.042 -0.345 0.308
C13 0.679 4.543 1.893
H10 2.044 -3.741 -0.319
C14 -0.893 -1.454 3.777
C15 0.512 1.108 -3.221
H11 -2.408 1.187 -4.497
H12 -1.145 -2.428 4.172
V1 0.340 0.124 -0.102
Br2 -0.872 -0.542 6.460
N6 -1.582 1.099 -3.916
H13 -0.857 -2.106 1.746
H14 -5.259 -0.286 -0.180
C16 -0.725 -1.273 2.427
N7 1.567 -2.962 0.143
H15 -4.448 0.448 -2.434
H16 0.809 -3.339 0.706
N8 1.065 -2.004 -0.813

Values from the calculation:
2S+1: 4
Charge: +3
HOMO level (spin up / spin down), eV: -17.294 / -17.335
HOMO-LUMO gap (spin up / spin down), Ha: 0.259 / 0.151

Results of the natural (NBO) charge analysis, in e, for atoms 1 through 5:
1 N -0.457
2 H 0.293
3 C 0.178
4 H 0.270
5 F -0.615


# 2
The following is a quantum chemistry calculation of C19H28BrF2NO3Os as an isolated structure, from OMol25.

Cartesian coordinates (Å):
C1 0.350 -1.019 2.237
H1 -3.349 -0.590 -5.018
H2 2.935 -0.847 3.303
F1 1.811 3.071 -3.840
C2 3.205 -1.144 2.290
C3 2.980 -0.719 -0.153
H3 2.758 1.579 2.455
C4 -3.239 -1.832 3.337
Os1 0.200 2.888 -1.555
H4 2.533 -0.116 -0.942
C5 -0.300 0.278 -5.595
C6 -1.583 1.105 -3.762
H5 0.207 1.214 -5.833
H6 -3.622 -0.865 3.667
H7 4.063 -0.647 -0.244
H8 -3.589 -2.039 2.325
H9 4.170 1.199 1.465
C7 -1.275 -1.464 4.840
H10 -1.557 -0.430 5.038
C8 1.039 -0.227 1.360
H11 -2.640 -0.211 -6.585
O1 -0.533 1.322 -3.105
H12 -3.668 -2.584 3.996
C9 -0.261 4.546 -2.479
H13 -1.780 -2.110 5.556
H14 -1.527 -3.653 2.160
C10 -1.045 -0.955 2.442
F2 2.720 3.991 -2.076
H15 2.689 -1.758 -0.303
C11 -1.120 0.831 0.852
H16 -2.822 0.194 1.933
H17 2.744 1.886 0.711
C12 -1.268 -3.341 3.172
H18 -1.782 -3.990 3.878
C13 0.273 0.699 0.540
C14 2.558 -0.228 1.241
O2 0.782 1.395 -0.398
C15 -1.767 0.048 1.749
H19 -3.502 1.037 -5.679
H20 0.901 -1.741 2.820
O3 -0.451 5.521 -3.003
H21 4.286 -1.066 2.194
H22 2.932 -2.186 2.122
C16 -2.833 0.180 -5.593
H23 -0.198 -3.486 3.316
H24 -0.453 -0.294 -6.503
N1 -1.578 0.551 -4.949
Br1 -2.017 2.253 -0.087
H25 0.349 -0.280 -4.921
H26 2.643 2.017 -2.371
H27 -0.199 -1.565 4.978
H28 -2.575 1.346 -3.364
C17 2.030 2.917 -2.514
C18 -1.709 -1.885 3.413
C19 3.082 1.201 1.485

Values from the calculation:
Charge: +2
HOMO level (spin up / spin down), eV: -15.377 / -15.476
HOMO-LUMO gap (spin up / spin down), Ha: 0.184 / 0.186

Results of the natural (NBO) charge analysis, in e, for atoms 1 through 5:
1 C -0.214
2 H 0.223
3 H 0.220
4 F -0.339
5 C -0.612


# 3
The following is a quantum chemistry calculation of a 3-piece molecular cluster, C38H50N4O5 overall, from OMol25.

Cartesian coordinates (Å):
N1 -1.573 6.714 -0.588
H1 1.983 2.228 9.811
H2 -0.545 -6.461 -3.745
H3 -0.613 -6.322 -0.832
C1 -0.436 -0.674 -2.016
C2 -2.157 5.789 3.834
C3 -0.090 -1.300 -3.390
C4 0.882 -7.887 -4.442
H4 0.641 -0.621 -0.113
H5 -0.545 -7.947 -2.824
C5 -1.139 6.710 3.917
C6 0.389 5.800 7.264
H6 0.181 -8.207 -5.215
O1 -3.881 5.549 2.145
H7 3.289 -8.353 -3.205
C7 -2.416 4.890 4.863
C8 -0.419 5.166 0.854
H8 1.650 -0.312 -1.530
H9 -1.470 3.211 -3.029
H10 -4.159 0.685 -2.322
O2 -3.455 3.999 4.777
H11 -1.725 4.233 6.781
H12 -1.421 -2.492 -1.419
N2 2.077 -5.734 -2.851
C9 -1.574 4.930 5.971
C10 -2.092 1.172 -2.661
H13 1.342 -6.092 -5.528
C11 0.805 -0.890 -1.155
H14 0.529 4.738 -2.323
C12 -0.900 6.142 -1.589
H15 2.635 -7.816 -1.437
C13 -2.834 5.971 2.499
H16 -3.210 0.797 -0.854
H17 1.366 4.104 5.313
H18 -3.112 3.146 4.495
C14 -1.292 6.208 0.602
C15 3.729 -5.270 -4.627
H19 4.430 -7.097 -2.709
H20 2.357 1.920 5.564
C16 1.586 -7.603 -1.262
H21 -1.441 1.304 -4.741
C17 2.231 1.906 7.717
C18 -0.515 5.843 6.042
H22 -3.218 2.984 -2.972
O3 -0.624 8.563 2.445
C19 1.250 3.898 8.689
N3 -0.733 0.784 -2.164
H23 1.380 -8.793 -4.088
C20 1.887 -6.907 -5.042
H24 1.073 -1.947 -1.193
H25 1.174 6.531 7.083
H26 -2.294 2.998 -1.481
C21 -1.597 -1.417 -1.339
H27 0.956 4.439 9.575
C22 1.476 3.714 6.314
C23 -2.274 2.677 -2.521
H28 0.654 -5.102 -0.654
C24 1.050 4.443 7.424
H29 -2.325 -0.188 -4.394
H30 -1.108 6.522 -2.580
H31 3.154 -4.479 -5.105
H32 4.446 -7.736 -4.350
H33 0.963 3.787 -0.070
H34 -0.514 -4.986 -1.975
H35 -0.495 -2.309 -3.481
H36 1.536 -7.246 -0.233
C25 -3.188 0.438 -1.888
H37 -3.114 -1.491 -2.886
O4 -0.471 1.414 -1.063
H38 -0.441 -0.726 -4.242
C26 0.111 -7.220 -3.306
H39 -3.188 1.319 -4.520
C27 2.062 2.459 6.450
C28 -0.301 6.764 5.021
H40 0.989 -1.371 -3.523
C29 2.838 -6.332 -3.993
C30 1.835 2.642 8.824
H41 4.354 -5.731 -5.391
H42 -0.280 4.808 1.861
H43 -0.180 6.052 8.152
H44 2.664 0.923 7.798
H45 2.470 -7.399 -5.822
C31 -2.260 0.873 -4.163
C32 0.019 5.123 -1.456
C33 0.078 -5.679 -1.379
C34 3.795 -7.445 -3.525
N4 -1.971 6.809 1.737
O5 1.621 -4.572 -3.188
H46 4.384 -4.815 -3.883
C35 0.988 -6.554 -2.236
C36 -2.982 -1.074 -1.884
C37 0.265 4.596 -0.203
C38 -1.136 7.520 2.657
H47 -3.743 -1.542 -1.257
H48 -1.589 -1.185 -0.269
H49 1.043 -8.548 -1.310
H50 0.501 7.485 5.072

Values from the calculation:
2S+1: 3
Charge: 0
HOMO level (spin up / spin down), eV: -8.445 / -9.253
HOMO-LUMO gap (spin up / spin down), Ha: 0.308 / 0.338

Results of the Löwdin charge analysis, in e, for atoms 1 through 5:
1 N 0.165
2 H 0.100
3 H 0.122
4 H 0.093
5 C -0.472


# 4
The following is a quantum chemistry calculation of C29H67CsN5O4PSSi5Te as an isolated structure, from OMol25.

Cartesian coordinates (Å):
Si1 -1.400 -3.713 -2.949
H1 1.511 2.146 4.515
H2 4.122 -0.749 -5.346
H3 1.725 -3.288 6.681
Cs1 0.357 0.303 0.513
H4 -0.174 5.617 3.374
H5 -5.253 -2.275 0.767
O1 0.373 -2.685 2.820
C1 1.535 -2.783 5.730
H6 -4.138 -5.337 -1.622
Si2 -0.146 4.003 -0.179
H7 -5.075 -2.974 -3.437
N1 4.392 -2.348 -4.052
H8 1.361 -1.992 -1.587
C2 3.353 2.173 -0.310
H9 1.702 4.493 -1.830
N2 2.176 -1.397 -1.464
C3 -4.030 1.759 -1.549
H10 3.628 -2.383 5.404
H11 2.823 2.235 -1.264
C4 0.716 4.024 -1.854
N3 2.982 -1.508 -2.588
C5 0.813 3.265 1.156
H12 -0.058 -1.763 -3.822
C6 -2.339 -0.741 4.118
H13 3.338 1.121 -0.007
C7 3.325 5.038 0.707
H14 -2.242 2.957 3.714
H15 -3.068 4.860 -0.622
H16 -5.003 -1.322 -2.826
H17 -4.580 -0.823 0.026
H18 -4.877 1.181 -1.893
Si3 -3.882 -2.873 -1.225
H19 -6.189 -2.465 -2.153
H20 1.334 4.955 4.007
H21 -3.567 -1.824 1.057
H22 2.931 5.483 -0.210
H23 -3.328 -0.286 4.152
P1 1.930 -2.589 2.340
H24 -3.092 -3.551 -4.785
H25 0.965 0.883 3.434
C8 -2.195 -2.666 -1.753
Si4 2.620 3.305 1.022
Te1 2.780 -4.707 1.695
C9 0.651 1.805 3.933
C10 0.006 -2.851 -3.906
N4 -1.722 1.804 -0.932
H26 -2.095 -5.010 -4.977
C11 -4.354 -1.857 0.301
C12 3.814 -2.556 -2.911
H27 -0.138 1.548 4.647
H28 -3.400 -4.974 -3.783
H29 0.992 -3.182 -3.556
H30 -1.641 -0.097 4.659
H31 -1.760 -3.264 1.243
H32 -2.671 0.081 -1.563
H33 -2.334 3.746 2.131
O2 2.014 -1.460 1.364
H34 0.838 3.004 -2.229
C13 -2.800 1.143 -1.354
C14 -0.685 5.792 0.149
C15 -0.553 -5.297 -2.315
H35 0.212 -4.743 3.070
H36 -0.192 4.630 4.851
H37 0.248 -5.047 -1.610
Si5 0.043 3.204 2.785
C16 -3.008 3.800 -0.836
H38 -1.149 -3.752 3.631
H39 3.301 1.728 2.858
H40 -2.387 -1.712 4.624
H41 -1.180 6.259 -0.708
O3 2.637 -2.055 3.685
H42 -3.915 -5.003 0.094
H43 0.093 4.566 -2.573
H44 4.694 -4.422 -2.518
H45 -0.110 -5.883 -3.131
H46 4.400 2.431 -0.505
C17 -0.426 -3.894 2.824
H47 -2.091 2.001 2.235
C18 2.786 -2.828 4.872
C19 2.994 -0.589 -3.605
H48 3.051 -3.857 4.616
H49 -1.128 -1.319 2.709
C20 -1.830 2.959 2.698
H50 0.702 -3.282 5.237
H51 -0.043 -3.093 -4.973
H52 3.036 5.689 1.539
H53 0.206 6.378 0.394
H54 -1.716 -5.010 1.527
C21 0.269 4.745 3.864
C22 -1.111 -4.100 1.497
H55 -1.267 -5.933 -1.782
H56 -5.070 3.635 -1.420
H57 -5.503 -4.744 -0.654
H58 4.595 2.855 2.433
H59 3.033 -4.258 -1.901
H60 3.259 3.393 3.460
C23 -5.165 -2.364 -2.534
C24 3.516 2.769 2.600
C25 -4.128 3.114 -1.282
H61 -0.378 -4.217 0.699
H62 1.244 -1.751 5.932
H63 -1.358 5.848 1.011
H64 -1.500 -2.124 -1.098
N5 3.879 -1.143 -4.458
S1 2.129 0.819 -3.800
C26 -2.612 -4.375 -4.250
C27 3.986 -3.745 -2.047
O4 -1.988 -0.877 2.755
C28 -1.798 3.124 -0.659
H65 4.343 -3.477 -1.053
C29 -4.422 -4.656 -0.812
H66 4.419 5.031 0.640
H67 2.674 -1.675 -0.620

Values from the calculation:
Charge: -2
HOMO level, eV: -1.359
HOMO-LUMO gap, Ha: 0.180

Results of the Löwdin charge analysis, in e, for atoms 1 through 5:
1 Si 0.319
2 H 0.017
3 H 0.131
4 H 0.072
5 Cs 1.115


# 5
The following is a quantum chemistry calculation of one molecule with the formula C4H13N3O, from OMol25.

Cartesian coordinates (Å):
N1 1.971 1.041 -0.590
H1 -0.442 -1.439 -1.231
H2 1.719 -1.625 0.747
H3 2.375 0.106 -0.762
H4 0.118 2.097 -0.849
H5 -1.671 1.646 0.479
H6 2.518 1.704 -1.142
H7 0.348 0.658 -1.881
O1 0.412 0.352 1.351
H8 -2.129 0.493 -0.815
N2 1.373 -1.725 -0.218
H9 -3.288 0.050 1.274
C1 -0.138 0.194 0.128
H10 1.482 -2.704 -0.450
N3 -2.298 -0.220 1.190
C2 -0.012 -1.270 -0.248
H11 -0.637 -1.774 0.515
H12 -1.889 0.000 2.119
H13 1.280 0.737 1.126
C3 -1.632 0.580 0.164
C4 0.538 1.100 -0.907

Values from the calculation:
Charge: 0
HOMO level, eV: -8.680
HOMO-LUMO gap, Ha: 0.356

Results of the natural (NBO) charge analysis, in e, for atoms 1 through 5:
1 N -0.891
2 H 0.184
3 H 0.365
4 H 0.404
5 H 0.197